No. 1
Density functional theory data (ωB97M-V/def2-TZVPD) for C6H11NO in the gas phase in a non-equilibrium geometry.

Molar mass, g mol⁻¹: 113.16
Total charge: 0
Frontier orbital gap (alpha / beta), Eh: 0.216 / 0.229
Relative energy (zero: lowest compared OMol25 entry of this formula, charge and spin), kJ/mol: 353.7
Spin multiplicity: 1

CARTESIAN COORDINATES (ANGSTROEM)
C  -0.62195  -1.80384  -1.26922
C  -1.53802  1.27331  0.77650
N  0.82601  0.19703  -1.03967
C  1.55482  0.36831  0.05802
C  -0.45068  -0.38370  -0.80979
C  -0.79449  -0.03528  0.57439
C  0.80157  0.11341  1.28830
O  2.66411  1.14900  0.08404
H  3.01759  1.27719  -0.80908
H  1.18968  0.38588  -1.96900
H  -1.31038  -0.83977  1.10566
H  -1.68181  -2.06410  -1.23039
H  -0.07424  -2.54318  -0.65977
H  -0.31801  -1.91762  -2.31132
H  0.99171  -0.86882  1.71808
H  0.94851  0.91379  2.01957
H  -1.02158  2.09178  0.27882
H  -1.63888  1.50301  1.83688
H  -2.54398  1.18362  0.35800

What are the Löwdin partial charges on each atom? They are as follows, in elementary charge units: atom 1 (C): -0.1094, atom 2 (C): -0.0931, atom 3 (N): 0.1106, atom 4 (C): -0.3458, atom 5 (C): -0.3704, atom 6 (C): -0.2965, atom 7 (C): -0.0145, atom 8 (O): 0.0826, atom 9 (H): 0.1161, atom 10 (H): 0.1615, atom 11 (H): 0.1256, atom 12 (H): 0.0660, atom 13 (H): 0.0677, atom 14 (H): 0.0610, atom 15 (H): 0.1059, atom 16 (H): 0.1141, atom 17 (H): 0.0746, atom 18 (H): 0.0693, atom 19 (H): 0.0746

No. 2
Density functional theory data (ωB97M-V/def2-TZVPD) for C6H11NO2 in the gas phase in a non-equilibrium geometry.

Molar mass, g mol⁻¹: 129.16
Total charge: 0
Frontier orbital gap, Eh: 0.281
Relative energy (zero: lowest compared OMol25 entry of this formula, charge and spin), kJ/mol: 388.1
Spin multiplicity: 1

CARTESIAN COORDINATES (ANGSTROEM)
C  0.59065  -1.22918  -1.88220
C  -0.03540  -1.43973  0.62478
C  -0.20469  -0.37836  -0.88861
O  -1.41813  -0.13958  -1.06500
H  0.07627  -2.18143  -2.01390
H  1.61035  -1.41173  -1.54788
H  0.59932  -0.70160  -2.83663
H  0.96839  -1.80917  0.82677
H  -0.63692  -2.22298  0.16619
H  -0.54613  -1.14030  1.53478
C  -0.29717  1.37433  1.68671
N  -1.54503  1.50889  1.19499
C  0.73268  0.81672  0.75164
C  0.72983  1.08236  -0.63929
O  0.06081  1.69697  2.81080
H  -1.80852  1.04263  0.32099
H  -2.26590  1.79193  1.84020
H  1.60310  0.41911  1.25317
H  0.09857  1.88863  -0.99375
H  1.68793  1.03249  -1.14375

What are the Löwdin partial charges on each atom? They are as follows, in elementary charge units: atom 1 (C): -0.0292, atom 2 (C): -0.0109, atom 3 (C): -0.5919, atom 4 (O): -0.0792, atom 5 (H): 0.0908, atom 6 (H): 0.0859, atom 7 (H): 0.0914, atom 8 (H): 0.0566, atom 9 (H): 0.0629, atom 10 (H): 0.0561, atom 11 (C): -0.5487, atom 12 (N): 0.2013, atom 13 (C): 0.0237, atom 14 (C): -0.0449, atom 15 (O): 0.0645, atom 16 (H): 0.0819, atom 17 (H): 0.1225, atom 18 (H): 0.1364, atom 19 (H): 0.1219, atom 20 (H): 0.1088